Entry 1:
ORCA calculation (ωB97M-V/def2-TZVPD) on 2 unconnected molecules or ions with the total composition C25H34N2OP in a non-equilibrium geometry.

Values from the calculation:
* HOMO: -10.8 eV
* ΔE to the lowest compared entry with this formula, charge and spin: 0.626 eV
* LUMO: -5.228 eV
* maximum force: 2.27 eV/Å
* HOMO-LUMO gap: 5.53 eV

```
! RIJCOSX wB97M-V def2-TZVPD def2/J DEFGRID3
* xyz 1 1
N -0.058 -2.968 -1.966
H 4.163 3.320 1.864
H -2.800 -1.002 -1.202
H 0.687 5.784 1.875
P 1.165 -1.681 -1.897
H 2.713 -0.266 -0.233
H -1.121 -0.503 -1.110
C -1.782 -1.365 -1.067
C 0.045 1.295 1.665
H -1.951 0.603 1.597
C -2.436 -3.553 -2.088
C -1.539 -1.728 -3.528
H 4.476 -2.104 -2.973
C -3.738 4.323 1.754
C 0.222 -3.749 -0.739
C 4.664 -3.120 -0.409
H -3.452 -3.206 -2.274
C 3.390 -1.035 0.130
C 0.318 3.698 1.778
C -4.255 1.984 1.629
H -1.720 -1.795 -0.070
H 2.747 1.311 1.752
H 4.315 -0.546 0.432
H 1.817 -3.139 0.624
C 2.518 4.680 1.874
H 3.144 5.558 1.926
C -1.863 2.752 1.696
C -5.596 2.292 1.630
H 5.256 -0.944 -1.901
H -2.423 -4.031 -1.110
H 4.864 -3.890 -1.153
H -3.945 0.957 1.581
C 0.905 2.411 1.736
C -1.431 -2.390 -2.151
H -0.060 -4.796 -0.926
H -2.562 -1.401 -3.716
H 3.657 -0.602 -2.547
C 3.668 -2.081 -0.954
H -0.425 -3.390 0.073
C 1.709 -3.624 -0.356
C -1.310 1.467 1.646
H -0.894 -0.856 -3.595
H -3.001 5.105 1.805
C 1.150 4.816 1.845
H -5.403 5.648 1.804
H 5.612 -2.654 -0.141
C -5.079 4.623 1.755
C 4.300 -1.393 -2.169
C 2.304 2.292 1.771
C -6.015 3.608 1.693
C -3.290 2.999 1.691
H 0.824 -1.409 -0.562
C 3.092 3.417 1.838
H -2.196 -4.311 -2.833
H 4.272 -3.609 0.482
H 2.197 -4.607 -0.276
O -1.054 3.871 1.757
H 0.476 0.309 1.629
H -1.258 -2.422 -4.317
H -7.066 3.843 1.693
N 2.427 -2.815 -1.367
H 2.956 -1.485 1.021
H -6.327 1.503 1.583
*
```

Entry 2:
ORCA calculation (ωB97M-V/def2-TZVPD) on a molecular structure, C20H29GeN3O9P2W in a non-equilibrium geometry.

Values from the calculation:
* HOMO: -13.4 eV
* ΔE to the lowest compared entry with this formula, charge and spin: 1.391 eV
* LUMO: -8.285 eV
* maximum force: 2.29 eV/Å
* HOMO-LUMO gap: 5.16 eV

```
! RIJCOSX wB97M-V def2-TZVPD def2/J DEFGRID3
* xyz 2 1
O 0.245 -0.330 1.912
H -4.250 -1.597 -5.076
N -0.615 -1.613 -1.710
W 0.636 0.413 0.180
H 0.246 -3.576 -0.645
N 0.309 -1.549 -0.689
C -3.419 1.551 -4.063
H -1.698 -2.570 -2.919
O -1.490 -2.045 2.692
H 1.315 -4.935 1.129
C 4.229 2.800 -1.362
H -3.703 2.581 -4.221
H -3.375 -0.716 3.663
H -2.985 -0.687 0.273
C -1.797 0.608 3.106
O -0.358 0.620 -1.446
O -2.433 -2.440 -3.539
H 3.006 0.928 -3.089
H 0.130 3.354 -1.477
O -0.853 1.698 0.844
O 2.283 -0.579 0.499
C 3.659 -3.074 2.728
H 3.053 -5.135 2.883
C -2.034 -0.110 -2.983
O -2.131 -0.333 0.560
C -2.403 1.234 -3.200
C 1.911 -4.079 1.421
H 1.013 3.180 -2.997
P -0.625 -0.796 3.146
H -1.876 2.017 -2.673
H 4.951 2.164 -0.855
C 1.835 1.864 0.801
N -3.141 0.277 3.738
C 1.117 3.388 -1.933
P -2.183 1.063 1.357
H -3.867 0.820 3.241
H -1.854 2.658 3.821
O 0.100 -0.968 4.396
Ge 2.416 2.166 -1.167
C 0.712 -2.693 -0.214
C 1.694 -2.834 0.800
O -3.526 1.645 1.333
H -0.241 2.073 3.411
C 2.513 0.471 -2.227
C 2.880 -4.190 2.389
H 1.611 0.015 -2.622
H 1.518 4.394 -1.801
H 4.420 -3.176 3.490
H 4.107 -1.000 2.361
H -0.996 1.519 4.901
H -1.264 -2.830 3.217
C -2.715 -1.135 -3.670
H -3.149 0.535 4.728
H -4.884 0.762 -5.429
H 1.363 2.805 1.074
C -1.189 1.793 3.863
C 3.488 -1.850 2.111
H 3.151 -0.278 -1.772
C -4.084 0.520 -4.740
C -3.743 -0.799 -4.551
H 4.406 2.776 -2.437
H 4.324 3.819 -0.994
H 2.724 1.564 1.343
C 2.496 -1.735 1.147
C -0.980 -0.423 -2.058
*
```

Entry 3:
ORCA calculation (ωB97M-V/def2-TZVPD) on a single C10H13NOS molecule in a non-equilibrium geometry.

Values from the calculation:
* HOMO: -8.9 eV
* ΔE to the lowest compared entry with this formula, charge and spin: 2.966 eV
* LUMO: 0.721 eV
* maximum force: 4.70 eV/Å
* HOMO-LUMO gap: 9.66 eV

```
! RIJCOSX wB97M-V def2-TZVPD def2/J DEFGRID3
* xyz 0 1
C 1.720 1.826 -2.752
H 3.883 1.142 -2.202
H -1.426 0.406 2.327
S -1.570 0.733 -0.511
H 1.074 -1.798 1.981
H 3.257 0.299 -0.105
C 0.427 1.682 -2.314
C 2.775 1.145 -2.033
H -3.489 -1.203 2.670
C 0.711 -0.336 0.798
H -0.298 2.009 -2.971
C 1.067 0.394 -0.421
C -2.926 -0.942 1.826
H -3.202 -1.726 1.087
H -1.049 -1.674 0.097
N 1.615 -1.434 1.086
H -1.089 -1.192 2.724
C 2.428 0.529 -0.789
C 0.099 0.904 -1.200
H -3.619 -0.061 1.465
H 2.022 2.281 -3.676
C -0.815 -0.666 0.612
H 0.685 0.398 1.589
O -2.351 0.108 -1.635
H 1.561 -2.175 0.413
C -1.490 -0.647 1.931
*
```

Entry 4:
ORCA calculation (ωB97M-V/def2-TZVPD) on a single C18H20N2O4 molecule in a non-equilibrium geometry.

Values from the calculation:
* HOMO: -8.9 eV
* ΔE to the lowest compared entry with this formula, charge and spin: 0.257 eV
* LUMO: 0.488 eV
* maximum force: 1.31 eV/Å
* HOMO-LUMO gap: 9.34 eV

```
! RIJCOSX wB97M-V def2-TZVPD def2/J DEFGRID3
* xyz 0 1
C 3.637 0.073 -1.415
C -5.683 -0.306 0.391
N 0.718 0.963 -0.227
C -1.619 1.516 0.460
H 3.462 -1.969 1.245
C 3.069 -0.822 -0.504
C 5.712 0.065 -0.191
H 0.908 -1.942 2.960
H 5.366 1.238 -1.985
C -5.642 -1.598 -0.127
H -2.642 -1.447 -1.698
H -6.457 -2.303 0.048
C 4.938 0.516 -1.264
C 0.774 -0.617 1.653
C 5.164 -0.843 0.715
N -2.336 2.579 1.142
C -4.551 -2.006 -0.869
H -4.659 1.566 0.564
C 1.638 -1.270 -0.663
H 1.354 -1.184 -1.711
C -0.178 1.936 0.097
H -0.368 -0.796 -0.114
C -3.527 0.170 -0.588
H 3.039 0.432 -2.263
C -3.492 -1.121 -1.096
H 1.542 -2.332 -0.358
O 0.731 0.281 2.468
C -2.361 1.102 -0.824
H -2.008 2.635 2.072
H -6.541 0.021 0.992
O 7.000 0.448 0.013
O 0.893 -1.918 1.998
H -2.712 2.036 -1.312
C 0.628 -0.437 0.144
H -4.503 -3.017 -1.272
O 0.108 3.118 0.016
C -4.631 0.577 0.156
H 5.803 -1.179 1.526
C 3.866 -1.272 0.549
H -2.088 3.432 0.677
H -1.604 0.646 1.140
H 7.259 1.080 -0.658
H 1.659 1.326 -0.343
H -1.670 0.624 -1.545
*
```

Entry 5:
ORCA calculation (ωB97M-V/def2-TZVPD) on a single C22H25FN2O3 molecule.

Values from the calculation:
* HOMO: -7.7 eV
* ΔE to the lowest compared entry with this formula, charge and spin: 0.792 eV
* LUMO: 0.612 eV
* maximum force: 0.58 eV/Å
* HOMO-LUMO gap: 8.36 eV

```
! RIJCOSX wB97M-V def2-TZVPD def2/J DEFGRID3
* xyz 0 1
H -0.668 -2.991 3.308
H -1.048 2.305 -2.116
C 2.229 -1.294 -0.881
C -0.127 0.587 -3.023
C 1.981 -0.294 -1.813
N -3.920 0.160 3.768
C -0.375 1.493 -1.812
H -4.683 -1.482 4.812
C -4.403 -0.442 4.988
C 0.861 -0.545 -2.757
C 3.783 1.000 -0.869
F 3.428 -2.083 0.986
H 4.401 1.882 -0.848
H -1.502 -1.607 -2.045
H -2.971 0.968 -1.306
H -3.105 -1.111 -2.594
H -3.564 2.249 3.737
C 3.990 0.025 0.089
N -0.991 0.754 -0.734
O 2.543 1.761 -2.816
C -2.775 -0.332 3.180
H -2.525 1.299 1.784
C -1.082 -2.053 2.967
C 3.215 -1.117 0.067
C 3.316 2.938 -2.862
C -4.336 1.512 3.483
H 4.376 2.718 -3.020
H 1.631 -2.192 -0.893
C -2.212 -1.552 3.582
C -2.260 0.160 -1.080
C -2.118 -0.746 -2.305
H -5.291 0.089 5.325
H 0.427 -1.748 1.469
H 3.196 3.532 -1.951
C -1.019 -0.167 1.510
O 0.768 1.118 0.625
H -4.583 1.617 2.424
H 0.310 1.190 -3.826
O 0.716 -1.635 -3.260
H -1.312 -0.689 -4.301
H 0.546 1.925 -1.424
H -2.639 -0.412 -0.233
H -2.125 0.807 -3.808
C -0.467 -1.368 1.935
H 2.937 3.503 -3.713
C -0.330 0.616 0.440
H -2.651 -2.118 4.387
H -3.656 -0.411 5.792
C 2.784 0.859 -1.826
H 4.747 0.148 0.847
C -1.470 0.000 -3.471
C -2.149 0.349 2.128
H -5.231 1.743 4.056
*
```

Entry 6:
ORCA calculation (ωB97M-V/def2-TZVPD) on a gas-phase ion, C5H8NO (charge +1) in a non-equilibrium geometry.

Values from the calculation:
* HOMO: -12.6 eV
* ΔE to the lowest compared entry with this formula, charge and spin: 4.919 eV
* LUMO: -3.954 eV
* maximum force: 4.74 eV/Å
* HOMO-LUMO gap: 8.68 eV

```
! RIJCOSX wB97M-V def2-TZVPD def2/J DEFGRID3
* xyz 1 1
C -0.054 -0.133 -0.520
C 1.472 -0.089 0.377
H 0.208 0.252 -1.584
C -1.224 -0.160 0.362
H 3.280 -1.310 -0.838
H -1.010 0.104 1.460
H 3.155 1.742 0.119
O -0.743 -1.318 -0.241
C 2.719 -0.538 -0.293
H 1.219 -0.447 1.478
C 2.610 0.773 -0.031
N -2.673 0.236 -0.015
H -3.267 -0.674 -0.392
H -3.045 0.569 0.882
H -2.647 0.991 -0.764
*
```

Entry 7:
ORCA calculation (ωB97M-V/def2-TZVPD) on a molecular structure, H28O14 in a non-equilibrium geometry.

Values from the calculation:
* HOMO: -7.7 eV
* ΔE to the lowest compared entry with this formula, charge and spin: 14.531 eV
* LUMO: -0.330 eV
* maximum force: 9.62 eV/Å
* HOMO-LUMO gap: 7.38 eV

```
! RIJCOSX wB97M-V def2-TZVPD def2/J DEFGRID3
* xyz 0 1
H -2.507 -1.257 0.453
H -1.760 -1.669 -2.644
H -2.808 1.277 1.411
H -2.374 -2.551 1.226
O -2.699 0.345 1.223
H 1.240 -2.339 -0.069
H 0.382 -0.240 -0.513
H 1.346 0.277 -2.570
H 2.827 0.027 1.061
H 2.586 2.116 -0.324
H 1.391 1.495 0.369
H -0.810 2.248 -1.691
H 1.307 0.298 1.454
O 2.052 -0.515 0.913
H 1.408 1.498 2.372
H -1.043 2.352 0.953
H -0.336 -1.442 1.890
H -0.502 1.364 -0.058
O -1.685 -0.724 -2.509
O 0.584 -1.964 -0.656
H 1.879 1.085 -1.406
O 1.752 1.679 -0.499
O 0.047 2.067 -2.077
H -1.468 -0.631 -1.581
H -0.847 -0.266 0.371
O -0.898 0.198 2.501
H -0.101 0.447 2.032
H -1.584 0.214 1.833
O -1.866 -1.915 0.722
O 0.862 1.113 1.687
H 2.220 -0.953 0.079
H 0.371 -1.253 3.216
H 0.889 -1.741 -2.901
H 0.853 -2.249 -1.530
H 0.606 1.849 -1.331
O -0.407 0.258 -0.298
O 2.101 0.795 -2.291
H -0.256 -0.786 -2.641
H -2.966 -0.096 2.029
O 0.696 -0.818 -2.741
O 0.271 -1.872 2.493
O -0.757 2.281 0.043
*
```

Entry 8:
ORCA calculation (ωB97M-V/def2-TZVPD) on a single C17H21NO4 molecule.

Values from the calculation:
* HOMO: -8.2 eV
* ΔE to the lowest compared entry with this formula, charge and spin: 2.583 eV
* LUMO: 0.685 eV
* maximum force: 0.92 eV/Å
* HOMO-LUMO gap: 8.89 eV

```
! RIJCOSX wB97M-V def2-TZVPD def2/J DEFGRID3
* xyz 0 1
C -1.245 2.526 -0.224
H -0.308 0.150 1.972
H 5.473 0.456 0.280
H -3.795 -4.521 -0.040
C -3.290 -2.008 1.004
H -4.286 -1.581 0.864
C -2.110 0.111 0.875
H 1.224 2.037 2.043
O 3.518 -1.998 -0.592
H 0.850 3.533 1.170
N 1.943 0.821 -0.348
H 1.275 0.189 0.065
C -0.446 1.885 0.709
H -0.921 3.457 -0.664
C -0.892 0.682 1.235
C -2.462 1.983 -0.593
C 3.838 -0.683 -0.594
H -5.822 0.257 -1.449
C 4.986 -0.482 0.112
C -2.790 -2.627 -0.302
H -5.238 1.883 -1.019
H -4.425 0.949 -2.309
O -4.141 0.241 -0.377
H 3.478 1.124 -1.666
C 4.469 -2.637 0.109
H -2.720 -1.847 -1.063
H -4.724 -3.329 -0.950
O 2.745 2.929 -0.386
H 4.375 -3.700 0.207
C 1.961 2.113 0.044
H -3.339 -2.774 1.783
C 2.914 0.273 -1.275
C 5.399 -1.758 0.569
H -3.363 -4.156 -1.711
O -2.391 -1.050 1.533
H 6.267 -1.984 1.154
H 2.394 -0.238 -2.090
H -3.066 2.516 -1.309
H -1.788 -3.031 -0.141
C -3.726 -3.727 -0.781
C -4.936 0.882 -1.343
C 0.893 2.447 1.087
C -2.924 0.789 -0.053
*
```